[1]
Here is a molecular structure, C20H12F10MnN6O2 from the OMol25 dataset. Energies are from wB97M-V/def2-TZVPD.

Atoms and positions in Å:
Mn  0.16600  -0.09175  0.21427
C  -0.21270  2.48109  -1.66638
N  0.05725  2.22010  -0.25880
C  -1.04991  2.63865  0.58670
C  -2.20443  1.62632  0.51485
N  -1.75666  0.43262  -0.19498
C  -2.76732  -0.45760  -0.56779
C  -3.90878  -0.75143  0.17387
F  -4.08707  -0.21577  1.39336
C  -4.88851  -1.64023  -0.24512
F  -5.94646  -1.89001  0.53940
C  -4.76530  -2.29064  -1.44705
F  -5.69402  -3.16676  -1.85666
C  -3.66879  -2.00993  -2.23300
F  -3.55283  -2.58961  -3.43784
C  -2.72258  -1.09962  -1.81067
F  -1.76328  -0.80080  -2.70005
C  1.34236  2.73115  0.18613
C  2.42333  1.82491  -0.32940
N  2.12460  0.47028  0.11904
C  3.09739  -0.49129  -0.05891
C  2.98309  -1.71409  0.61381
F  1.91045  -1.91171  1.40524
C  3.88841  -2.74779  0.52317
F  3.68385  -3.88295  1.20570
C  5.02000  -2.61416  -0.25567
F  5.92527  -3.60109  -0.34599
C  5.18747  -1.43399  -0.93300
F  6.26514  -1.26632  -1.71755
C  4.25460  -0.41164  -0.84057
F  4.52013  0.67789  -1.59775
H  -0.27667  3.56115  -1.86472
H  -1.14953  2.00321  -1.94192
H  0.57210  2.05580  -2.29159
H  -1.40218  3.64943  0.33160
H  -0.67026  2.67969  1.60113
H  -3.05240  2.05330  -0.03745
H  -2.55807  1.45668  1.53388
H  1.34779  2.69668  1.27658
H  1.51898  3.77184  -0.12662
H  3.38367  2.16878  0.06812
H  2.49159  1.90769  -1.41868
O  -0.66665  -2.24439  0.24140
C  0.02016  -2.34912  -0.78091
O  0.58296  -1.29753  -1.30001
H  0.19481  -3.30816  -1.26971
N  -0.05607  0.37455  2.06896
C  -0.23716  0.46189  3.21812
N  -0.30704  0.60488  4.46966
C  -1.36691  0.77619  5.24568
N  -2.22978  0.95363  5.99816

Computed properties:
HOMO (alpha / beta) ... -5.224 / -5.356 eV
Frontier orbital gap (alpha / beta) ... 6.87 / 7.92 eV
2S+1 ... 5
Charge ... -1

[2]
Here is a molecular structure, C20H12N2O8S3Zn from the OMol25 dataset. Energies are from wB97M-V/def2-TZVPD.

Atoms and positions in Å:
Zn  -0.56463  0.29369  -1.23267
O  -1.67505  -5.98917  -4.01488
C  -2.55376  -5.37365  -3.38270
O  -3.73241  -5.69465  -3.11728
C  -2.12490  -3.98329  -2.83918
C  -3.01112  -3.23734  -2.06901
C  -2.62161  -2.00813  -1.57805
N  -1.40868  -1.49973  -1.80998
C  -0.54266  -2.20340  -2.55304
C  -0.86874  -3.44252  -3.08203
C  0.82881  -1.55355  -2.77722
O  1.66893  -2.16904  -3.42132
O  0.96865  -0.38573  -2.25782
H  -3.99297  -3.64523  -1.87199
H  -3.28584  -1.38867  -0.98575
H  -0.14417  -3.97833  -3.67741
O  -0.40643  0.52708  0.66181
C  0.66321  1.12984  1.29328
C  0.44584  0.92936  2.80228
C  1.18772  1.29898  3.88182
C  0.57931  0.92634  5.11520
C  -0.60873  0.28521  4.93187
S  -0.99528  0.12350  3.26499
C  1.97812  0.44514  0.90944
C  2.34995  -0.78705  1.36797
C  3.53167  -1.28209  0.75987
C  4.03890  -0.41346  -0.15878
S  3.08469  0.99259  -0.28674
C  0.61124  2.64825  1.07576
C  -0.55335  3.33878  0.93976
C  -0.37233  4.74611  0.86760
C  0.93340  5.10869  0.97252
S  1.94922  3.73452  1.12557
H  2.13578  1.81380  3.79324
H  1.00898  1.13085  6.08771
H  -1.27086  -0.10798  5.68899
H  1.76967  -1.33286  2.09973
H  3.97433  -2.24294  0.98396
H  4.91515  -0.53310  -0.77703
H  -1.50657  2.83295  0.86996
H  -1.18499  5.44751  0.73382
H  1.37224  6.09351  0.92515
O  -2.14920  3.34083  -2.88985
N  -1.65189  2.37563  -2.32622
O  -0.41374  2.29879  -2.09676
O  -2.35592  1.38995  -1.94661

Computed properties:
HOMO ... -3.231 eV
Frontier orbital gap ... 7.16 eV
2S+1 ... 1
Charge ... -2
Energy relative to the best compared isomer or geometry (same formula, charge and spin) ... 23.6 kJ/mol

[3]
Here is a molecular structure, C20H12N3O6SSbSe4Ta from the OMol25 dataset. Energies are from wB97M-V/def2-TZVPD.

Atoms and positions in Å:
Ta  1.09733  -0.10782  -0.34969
O  2.45837  -1.26195  0.87130
C  2.25713  -0.38919  1.79398
O  1.09072  0.05791  1.94601
C  3.43008  0.34610  2.31678
C  4.03066  0.23496  3.55542
C  5.11990  1.04314  3.85145
C  5.57879  1.95132  2.90622
C  4.96877  2.06012  1.66526
C  3.88359  1.24983  1.34581
S  3.12574  1.35442  -0.25431
H  3.65324  -0.47405  4.28120
H  5.60523  0.96684  4.81539
H  6.42487  2.58617  3.13776
H  5.33032  2.77124  0.93348
O  -0.97169  -0.72332  0.04654
C  -0.72568  -1.91978  -0.29780
O  0.45276  -2.18187  -0.65011
C  -1.78208  -2.95469  -0.31105
C  -1.50258  -4.20097  -0.86075
C  -2.48583  -5.17633  -0.90226
C  -3.74413  -4.91323  -0.38587
C  -3.99096  -3.66869  0.16672
C  -3.03802  -2.67067  0.21060
N  -5.32554  -3.40719  0.74135
O  -6.19844  -4.22519  0.51977
O  -5.46077  -2.40909  1.41330
H  -0.51360  -4.38414  -1.25854
H  -2.27490  -6.14262  -1.33890
H  -4.53328  -5.65011  -0.40489
H  -3.26718  -1.70346  0.63189
N  -4.75458  1.66144  0.50776
C  -3.70426  1.99183  0.17958
C  -2.38520  2.37577  -0.21908
C  -2.11015  3.32228  -1.21782
C  -0.78638  3.60688  -1.50882
C  0.22490  2.84845  -0.92489
N  -0.01984  1.89044  0.00822
C  -1.29622  1.78376  0.37622
H  -2.90622  3.82156  -1.75495
H  -0.51746  4.32599  -2.27165
H  1.24997  2.98082  -1.23907
H  -1.47083  1.10340  1.19994
Se  2.53127  3.98936  -3.47569
Sb  1.21525  2.97366  -5.17582
Se  0.93887  0.31989  -2.59586
Se  -1.14120  3.29316  -5.17753
Se  2.23929  1.65360  -6.84661

Computed properties:
HOMO ... -5.050 eV
Frontier orbital gap ... 5.86 eV
2S+1 ... 1
Charge ... -1
Energy relative to the best compared isomer or geometry (same formula, charge and spin) ... 91.7 kJ/mol

[4]
Here is a molecular structure, C20H13BrCl6N4O4OsS from the OMol25 dataset. Energies are from wB97M-V/def2-TZVPD.

Atoms and positions in Å:
Os  -0.37706  0.76398  -1.10286
C  4.76565  1.10262  -0.70056
N  3.82728  1.10143  0.43184
C  4.14719  1.43761  1.72564
C  3.01582  1.35526  2.44879
N  1.99799  0.96106  1.58961
C  2.52495  0.82403  0.35448
S  1.84818  0.39002  -1.17047
C  0.66064  0.76829  2.04950
C  0.46792  0.50426  3.39433
C  -0.82396  0.43650  3.88163
C  -1.88755  0.62070  3.01145
C  -1.60502  0.82314  1.68178
N  -0.35137  0.89672  1.19557
H  5.75077  1.34305  -0.31425
H  4.45838  1.85650  -1.42197
H  4.78566  0.11986  -1.16504
H  5.14591  1.71094  2.01668
H  2.84626  1.58656  3.48295
H  1.30490  0.33020  4.05225
H  -0.99309  0.23877  4.93144
H  -2.91264  0.59135  3.35004
H  -2.40654  0.93142  0.96282
Cl  -1.63527  5.21057  -1.47373
C  0.10168  5.02980  -1.20640
Cl  0.64793  6.20006  -0.02274
Cl  0.97609  5.22799  -2.73840
C  0.45847  3.60618  -0.73810
O  1.38766  3.37331  -0.01995
O  -0.36159  2.68661  -1.25261
Cl  -5.75099  1.88861  -0.98025
C  -4.87200  1.37560  -2.41563
Cl  -5.45049  -0.17168  -3.01676
Cl  -4.86048  2.60776  -3.65727
C  -3.46292  1.17012  -1.99680
N  -2.37465  1.01763  -1.68288
Br  1.06664  -7.18454  -0.44225
C  -0.08820  -5.77272  -0.82576
C  -1.29107  -6.02196  -1.47911
C  -2.15205  -4.97217  -1.75752
C  -1.80883  -3.68070  -1.40118
C  -0.60805  -3.44043  -0.74510
C  0.25655  -4.48744  -0.44920
C  -0.20778  -2.07353  -0.32902
O  0.63239  -1.83893  0.50330
O  -0.87809  -1.09013  -0.98387
H  -1.53747  -7.03619  -1.76146
H  -3.09270  -5.16156  -2.25545
H  -2.47048  -2.85633  -1.62864
H  1.18542  -4.30021  0.07113

Computed properties:
HOMO (alpha / beta) ... -13.310 / -13.305 eV
Frontier orbital gap (alpha / beta) ... 7.01 / 3.94 eV
2S+1 ... 5
Charge ... +2
Energy relative to the best compared isomer or geometry (same formula, charge and spin) ... 13.9 kJ/mol

[5]
Here is a molecular structure, C20H13F3N3O3PdS from the OMol25 dataset. Energies are from wB97M-V/def2-TZVPD.

Atoms and positions in Å:
Pd  1.10680  1.46091  -0.17261
O  -2.14115  -0.49255  -2.54215
C  -1.58995  -1.71695  -2.54393
C  -2.33387  -2.74671  -3.12809
C  -1.84472  -4.03560  -3.16454
C  -0.59911  -4.33189  -2.61576
C  0.13908  -3.31834  -2.03721
C  -0.32817  -2.00325  -1.99369
C  0.48208  -0.94415  -1.34109
O  -0.01503  0.26116  -1.34789
N  1.61206  -1.28135  -0.79055
N  2.16570  -0.20917  -0.10175
C  3.05203  -0.47002  0.78236
C  3.63345  0.49548  1.68754
C  4.59491  0.00482  2.58486
C  5.20253  0.80119  3.52759
C  4.83362  2.14963  3.58801
C  3.89195  2.66440  2.73140
C  3.25061  1.87131  1.74657
O  2.40645  2.46164  0.96076
H  -1.50649  0.10819  -2.08296
H  -3.30124  -2.49536  -3.54338
H  -2.43836  -4.81874  -3.62111
H  -0.21429  -5.34313  -2.63726
H  1.10731  -3.51728  -1.59876
H  3.35618  -1.51114  0.87864
H  4.85526  -1.04700  2.52178
H  5.93733  0.39438  4.20932
H  5.29105  2.79970  4.32555
H  3.60110  3.70589  2.77923
F  -3.15754  3.26104  -2.03389
C  -3.70711  3.15461  -0.81480
F  -3.48328  4.31787  -0.17449
F  -5.04936  3.09786  -1.01644
C  -3.21885  1.96406  -0.04151
C  -4.11557  0.96159  0.28091
C  -3.68340  -0.15127  0.98003
C  -2.34693  -0.18832  1.34366
N  -1.47546  0.76363  1.04972
C  -1.86242  1.83751  0.33731
S  -0.65242  3.02509  -0.07762
H  -5.14739  1.04844  -0.02988
H  -4.35659  -0.95925  1.22997
H  -1.95086  -1.02891  1.90615

Computed properties:
HOMO ... -4.689 eV
Frontier orbital gap ... 7.57 eV
2S+1 ... 1
Charge ... -1
Energy relative to the best compared isomer or geometry (same formula, charge and spin) ... 0.0 kJ/mol